{"formula": "C15H22N2O3", "method": "wB97M-V/def2-TZVPD", "species": ["O", "H", "H", "H", "H", "H", "H", "H", "C", "H", "H", "N", "H", "C", "H", "C", "C", "C", "C", "H", "C", "H", "C", "H", "C", "C", "C", "O", "H", "H", "H", "O", "C", "H", "H", "H", "H", "N", "H", "C", "C", "C"], "xyz": [[-0.60778, 1.98971, -1.40688], [3.75273, -1.23712, -0.66145], [-4.96216, 0.11792, 0.09975], [0.26069, 1.47396, -3.21481], [3.34235, -2.82546, 1.15596], [-0.38665, 3.80486, -0.61934], [-2.39526, -2.78626, -1.72595], [-0.83982, 2.23501, 1.02750], [1.72836, -1.40425, 1.31539], [-4.59814, -1.66503, -1.52804], [1.79846, 3.60562, 0.29352], [-0.55957, -0.39367, 1.43385], [0.27691, 2.76523, 2.32453], [1.43416, 2.68546, -0.19055], [1.17595, -1.93653, -1.41274], [-1.75532, -0.54770, 0.77006], [2.48749, -2.49893, 0.56083], [0.24789, 3.05972, -1.10862], [0.04203, 1.95688, 1.61413], [0.65789, 3.50621, -2.02737], [-2.55987, -1.99878, -1.00762], [0.61610, 0.36453, 2.95707], [0.31360, -1.28132, 0.86637], [-1.10896, 0.80443, 3.03291], [-0.25488, 0.65440, 2.36638], [3.01079, -2.03321, -0.79792], [-2.98450, 0.07836, 0.88723], [2.02109, -1.51363, -1.64719], [1.82156, -3.35143, 0.41539], [1.73203, -1.63210, 2.38668], [-3.15510, 0.86985, 1.60228], [1.14227, 1.69954, 0.76843], [-3.98994, -0.34905, 0.04252], [3.51358, -2.88250, -1.28948], [0.78624, 0.48974, -1.82175], [2.22171, -0.43895, 1.17339], [2.24550, 2.25049, -0.77855], [-0.23571, -2.00922, -0.06690], [-0.85997, 0.30570, -2.46316], [-3.78076, -1.36784, -0.88745], [-1.53606, -1.58119, -0.16744], [-0.05896, 1.01656, -2.27099]], "forces_ev_per_a": [[-0.1, 0.2, 0.1], [0.0, -0.1, 0.0], [-0.1, 0.0, 0.0], [0.0, 0.0, 0.0], [0.0, 0.0, 0.0], [0.1, 0.0, -0.1], [0.0, -0.1, -0.1], [0.0, 0.0, 0.0], [0.2, -0.1, 0.0], [-0.1, 0.0, 0.0], [0.0, -0.1, -0.1], [0.0, -0.3, -0.1], [-0.1, -0.1, 0.0], [-0.1, 0.1, -0.4], [0.0, 0.1, 0.0], [-0.3, -0.5, -0.5], [0.0, 0.2, -0.2], [0.0, 0.0, 0.3], [0.0, -0.1, 0.1], [0.0, 0.0, 0.1], [0.1, 0.0, 0.1], [-0.1, 0.0, 0.0], [0.0, 0.0, 0.1], [0.1, -0.1, 0.0], [0.2, 0.6, -0.1], [0.4, -0.3, 0.1], [0.0, 0.1, 0.1], [-0.3, 0.1, -0.2], [0.1, -0.1, 0.1], [0.0, 0.1, 0.0], [0.0, 0.1, 0.0], [-0.2, -0.2, 0.2], [-0.1, 0.1, 0.1], [0.0, 0.1, 0.1], [0.0, 0.0, 0.0], [0.0, 0.0, 0.1], [0.0, 0.1, 0.0], [0.3, -0.3, -0.1], [0.1, -0.1, -0.1], [-0.1, -0.1, -0.1], [-0.3, 0.5, 0.4], [0.1, -0.1, 0.0]], "charge": 0, "e_above_lowest_kj_mol": 207.4, "max_force_ev_per_a": 0.7, "smiles": "COCCOCCn1c(CCCO)nc2ccccc21", "lumo_energy_ev": 0.78}